Entry 1:
Density functional theory data (wB97M-V/def2-TZVPD) for C29H47Cl5N5PRhSi as an isolated structure.

As for the net charge: +1. As for the expectation value of S²: 6.009. Its spin multiplicity is 5. The value obtained for the total energy is -4449.0393 a.u. The energy above the lowest of the compared OMol25 structures with the same formula, charge and spin is 0.8630 eV. The calculation puts the largest force on an atom at 0.5 eV/A. The HOMO-LUMO gap (alpha / beta) is 0.3103 / 0.2213 Eh.

Last column: Löwdin charge in e.
Geometry (Å):
1 Rh 0.152 -0.644 0.422  0.59
2 Cl -2.458 -0.636 3.140  0.74
3 C -1.027 -1.602 3.352  -0.69
4 C -0.079 -1.611 2.341  -0.34
5 C 1.015 -2.419 2.585  -0.69
6 Cl 2.194 -2.470 1.276  0.68
7 C 1.235 -3.177 3.723  -0.71
8 Cl 2.633 -4.150 3.913  0.72
9 C 0.256 -3.119 4.720  -0.70
10 Cl 0.459 -4.021 6.161  0.72
11 C -0.882 -2.328 4.534  -0.70
12 Cl -2.076 -2.265 5.766  0.71
13 C -0.102 1.841 3.474  -0.09
14 C 1.205 2.168 2.827  -0.41
15 C 1.691 3.567 2.977  -0.06
16 C 2.220 1.077 2.929  -0.08
17 Si 0.461 1.812 0.382  0.92
18 C 1.878 2.745 -0.516  -0.64
19 C 3.263 2.256 -0.067  -0.10
20 C 1.726 2.347 -2.005  -0.09
21 C 1.829 4.274 -0.447  -0.08
22 C -1.196 2.774 0.331  -0.65
23 C -1.452 2.859 -1.200  -0.10
24 C -1.261 4.190 0.901  -0.08
25 C -2.331 1.940 0.936  -0.14
26 H 0.096 1.636 4.536  0.12
27 H -0.546 0.926 3.072  0.00
28 H -0.820 2.656 3.433  0.08
29 H 1.843 3.750 4.051  0.11
30 H 0.958 4.302 2.641  0.08
31 H 2.645 3.744 2.485  0.08
32 H 2.532 1.026 3.983  0.12
33 H 3.121 1.254 2.343  0.07
34 H 1.794 0.101 2.683  0.03
35 H 3.315 1.164 -0.013  0.06
36 H 3.559 2.666 0.899  0.06
37 H 4.005 2.585 -0.797  0.09
38 H 1.806 1.268 -2.139  0.04
39 H 2.543 2.811 -2.562  0.10
40 H 0.791 2.696 -2.453  0.07
41 H 1.883 4.659 0.570  0.06
42 H 0.930 4.677 -0.916  0.07
43 H 2.684 4.676 -0.997  0.10
44 H -0.802 3.587 -1.692  0.07
45 H -2.484 3.181 -1.357  0.10
46 H -1.338 1.893 -1.703  0.06
47 H -0.480 4.841 0.507  0.06
48 H -1.194 4.199 1.990  0.07
49 H -2.224 4.635 0.637  0.10
50 H -2.325 0.908 0.569  0.02
51 H -3.290 2.382 0.655  0.09
52 H -2.293 1.901 2.026  0.03
53 C 5.107 -1.495 -2.780  -0.01
54 C 3.638 -1.282 -2.708  -0.29
55 C 2.696 -1.057 -3.687  0.03
56 C 1.471 -0.944 -3.013  -0.37
57 N 1.636 -1.100 -1.700  0.01
58 N 2.962 -1.294 -1.545  0.01
59 C 0.157 -0.588 -3.616  -0.03
60 H 5.448 -1.361 -3.804  0.09
61 H 5.369 -2.506 -2.465  0.09
62 H 5.645 -0.788 -2.148  0.09
63 H 2.871 -0.974 -4.745  0.12
64 H 3.352 -1.395 -0.627  0.08
65 H 0.313 -0.016 -4.529  0.10
66 H -0.422 0.026 -2.924  0.04
67 H -0.430 -1.467 -3.883  0.06
68 C -4.638 -2.675 -1.251  -0.18
69 N -3.826 -3.407 -0.286  -0.14
70 C -3.124 -4.484 -0.976  -0.18
71 N -2.305 -4.015 -2.091  -0.14
72 C -3.143 -3.248 -3.010  -0.17
73 N -3.863 -2.146 -2.371  -0.14
74 C -2.961 -1.080 -1.945  -0.31
75 P -1.713 -1.710 -0.743  0.95
76 C -2.906 -2.520 0.414  -0.33
77 C -1.163 -3.235 -1.621  -0.30
78 H -5.153 -1.855 -0.747  0.13
79 H -5.387 -3.362 -1.653  0.13
80 H -3.872 -5.176 -1.370  0.13
81 H -2.493 -5.019 -0.265  0.13
82 H -3.882 -3.928 -3.439  0.13
83 H -2.527 -2.856 -3.821  0.13
84 H -3.542 -0.286 -1.466  0.09
85 H -2.480 -0.644 -2.819  0.07
86 H -3.473 -1.751 0.947  0.05
87 H -2.348 -3.082 1.168  0.09
88 H -0.567 -3.838 -0.930  0.10
89 H -0.510 -2.977 -2.455  0.07

=====

Entry 2:
Density functional theory data (wB97M-V/def2-TZVPD) for C26H24Cl51F3N2S as an isolated structure in a non-equilibrium geometry.

The value obtained for the total energy is -25282.1368 a.u. The calculation puts the largest force on an atom at 1.5 eV/A. The HOMO-LUMO gap is 0.3197 Eh.

Last column: Löwdin charge in e.
Geometry (Å):
1 F 1.909 1.490 1.280  0.09
2 C 1.050 0.428 1.369  -0.59
3 F 0.412 0.577 2.555  0.11
4 F 0.140 0.614 0.395  0.05
5 C 1.857 -0.844 1.335  -0.06
6 C 2.441 -1.225 -0.061  -0.16
7 C 3.954 -1.208 0.043  -0.25
8 C 4.539 -2.238 0.853  -0.11
9 C 5.878 -2.303 1.051  -0.02
10 C 6.675 -1.320 0.417  -0.38
11 N 8.009 -1.220 0.499  -0.24
12 S 8.432 0.032 -0.394  1.00
13 N 7.004 0.533 -0.940  -0.23
14 C 6.105 -0.298 -0.404  -0.38
15 C 4.696 -0.265 -0.572  -0.07
16 H 1.294 -1.685 1.739  0.13
17 H 2.679 -0.658 2.029  0.06
18 H 2.124 -0.529 -0.828  0.04
19 H 2.173 -2.244 -0.330  0.09
20 H 3.873 -2.966 1.307  -0.03
21 H 6.307 -3.076 1.673  0.12
22 H 4.167 0.472 -1.172  0.02
23 C -2.990 1.477 -1.564  -1.56
24 Cl -1.627 1.738 -2.656  0.49
25 Cl -4.350 2.499 -2.018  0.52
26 Cl -3.470 -0.225 -1.528  0.53
27 H -2.679 1.758 -0.567  -0.04
28 C 0.000 4.418 1.106  -1.52
29 Cl -0.571 5.753 2.110  0.52
30 Cl -1.268 3.911 -0.009  0.58
31 Cl 1.466 4.866 0.239  0.56
32 H 0.235 3.580 1.751  0.00
33 C 4.293 1.859 3.642  -1.52
34 Cl 4.274 1.635 5.392  0.54
35 Cl 5.374 3.173 3.187  0.54
36 Cl 4.746 0.362 2.821  0.66
37 H 3.292 2.122 3.325  0.00
38 C -6.417 4.040 -4.910  -1.57
39 Cl -6.562 4.569 -3.233  0.49
40 Cl -7.476 2.667 -5.228  0.51
41 Cl -6.746 5.367 -6.019  0.53
42 H -5.396 3.722 -5.070  -0.09
43 C 2.112 -6.158 2.194  -1.53
44 Cl 2.116 -6.447 3.935  0.52
45 Cl 3.237 -4.854 1.769  0.63
46 Cl 2.495 -7.626 1.314  0.51
47 H 1.117 -5.841 1.907  -0.02
48 C -2.669 2.970 -6.721  -1.52
49 Cl -0.978 2.853 -6.232  0.52
50 Cl -3.661 1.828 -5.813  0.55
51 Cl -3.261 4.625 -6.540  0.56
52 H -2.734 2.707 -7.768  0.01
53 C 4.258 1.164 -4.978  -1.53
54 Cl 4.548 0.719 -3.292  0.63
55 Cl 5.284 2.514 -5.461  0.54
56 Cl 4.502 -0.225 -6.038  0.52
57 H 3.227 1.477 -5.069  0.01
58 C -11.319 0.967 -5.764  -1.55
59 Cl -10.955 1.753 -4.231  0.50
60 Cl -11.993 2.117 -6.919  0.53
61 Cl -9.879 0.187 -6.426  0.51
62 H -12.060 0.200 -5.583  0.01
63 C 3.063 7.323 2.793  -1.57
64 Cl 2.549 8.957 3.211  0.53
65 Cl 4.168 7.338 1.420  0.52
66 Cl 3.797 6.519 4.182  0.52
67 H 2.185 6.759 2.505  -0.05
68 C -6.490 7.727 -0.507  -1.57
69 Cl -7.935 8.166 -1.416  0.54
70 Cl -6.512 6.008 -0.098  0.46
71 Cl -5.034 8.129 -1.416  0.53
72 H -6.484 8.292 0.415  -0.02
73 C -3.816 7.688 3.661  -1.52
74 Cl -4.614 9.120 4.308  0.54
75 Cl -4.323 7.383 1.997  0.54
76 Cl -2.062 7.851 3.763  0.50
77 H -4.111 6.838 4.261  0.02
78 C -0.078 -2.171 -2.940  -1.49
79 Cl 0.142 -3.741 -2.151  0.53
80 Cl 0.033 -0.863 -1.770  0.61
81 Cl 1.106 -1.955 -4.231  0.54
82 H -1.067 -2.153 -3.380  0.01
83 C -9.728 2.191 -0.034  -1.54
84 Cl -11.042 2.920 -0.957  0.52
85 Cl -9.249 0.649 -0.746  0.52
86 Cl -8.352 3.288 0.058  0.50
87 H -10.083 2.004 0.970  0.01
88 C 4.705 -11.247 2.758  -1.54
89 Cl 3.846 -9.822 3.339  0.50
90 Cl 4.167 -11.675 1.131  0.52
91 Cl 6.450 -10.982 2.793  0.49
92 H 4.476 -12.073 3.416  0.01
93 C -1.698 -8.128 1.006  -1.54
94 Cl -0.752 -8.175 2.492  0.53
95 Cl -1.399 -6.619 0.133  0.52
96 Cl -1.342 -9.520 -0.011  0.54
97 H -2.747 -8.160 1.270  0.01
98 C 10.570 -9.373 3.124  -1.55
99 Cl 9.408 -10.685 3.338  0.49
100 Cl 11.228 -8.861 4.677  0.53
101 Cl 11.860 -9.851 2.022  0.53
102 H 10.048 -8.533 2.686  0.01
103 C -1.673 -1.264 4.905  -1.57
104 Cl -3.277 -1.907 5.252  0.53
105 Cl -1.332 0.141 5.913  0.53
106 Cl -0.439 -2.507 5.121  0.52
107 H -1.652 -0.950 3.870  0.00